# 1
The following is a DFT calculation (ωB97M-V with the def2-TZVPD basis set) of a structure of composition C36H54CsIN5O6P.

## Properties
HOMO level ... -2.14 eV
Net charge ... -2

```
104
C36H54CsIN5O6P (ωB97M-V with the def2-TZVPD basis set)
Cs -0.56 0.12 0.59
I -0.30 -5.70 -0.59
P -3.86 -1.55 0.29
O -4.69 5.90 1.10
O 4.26 -1.31 -1.23
O 0.62 -2.00 1.38
O -1.77 2.24 1.23
O 0.12 2.21 -0.76
O 4.07 0.28 0.36
N -2.43 -1.88 -0.03
N 1.78 -3.16 -0.18
N -4.94 -2.90 0.09
N -4.66 -0.30 -0.66
N -4.26 -1.05 1.87
C -5.11 0.36 -3.00
C -4.65 2.12 -1.28
C -3.42 -1.61 2.92
C 4.50 4.21 -4.72
C -5.63 1.65 -2.35
C -2.04 3.38 0.77
C 0.07 3.42 -0.60
C 6.55 1.69 -0.86
C -5.10 7.09 0.47
C -1.14 4.09 -0.11
C -5.61 -3.77 -2.14
C -7.07 -3.75 -1.70
C -6.32 -2.96 0.54
C 4.48 3.06 -3.75
C -4.15 -0.37 -2.05
C -3.56 0.82 3.60
C -4.66 -3.88 -0.94
C -4.60 1.09 -0.15
C 4.25 -0.12 -0.80
C -7.30 -2.70 -0.61
C 2.14 0.18 -2.87
C 1.31 4.25 -0.88
C -5.43 -0.40 2.42
C 3.34 1.11 -2.83
C -3.16 -0.59 4.05
C -5.04 0.86 3.22
C -3.51 5.35 0.68
C -1.44 5.40 -0.51
C 3.42 2.15 -3.75
C 0.72 -2.95 0.61
C -0.46 -3.90 0.58
C 4.35 0.97 -1.87
C 5.48 2.88 -2.81
C -2.61 6.05 -0.15
C -3.23 4.09 1.13
C 5.43 1.85 -1.87
H -3.90 -2.51 3.35
H -1.34 -3.31 0.21
H -3.66 2.27 -1.72
H -2.50 -1.93 2.44
H -3.62 -3.75 -1.24
H 2.17 3.59 -0.91
H -3.74 -0.86 4.95
H 5.45 4.75 -4.67
H 3.71 4.93 -4.49
H -6.60 1.46 -1.88
H 1.44 5.03 -0.13
H -5.95 -0.29 -3.26
H 7.15 0.81 -1.10
H -2.80 7.05 -0.50
H -5.79 2.43 -3.11
H -4.77 -4.90 -0.51
H -6.14 -0.16 1.63
H -3.15 0.06 -2.13
H -6.12 7.29 0.80
H 6.33 3.57 -2.80
H -4.47 7.94 0.75
H -7.34 -4.74 -1.30
H -8.33 -2.74 -0.25
H 1.68 0.22 -3.86
H -3.71 1.27 0.46
H -5.48 1.27 0.48
H -7.73 -3.57 -2.56
H 2.54 -2.48 -0.25
H -2.97 1.09 2.73
H -2.11 -0.60 4.33
H -3.35 1.55 4.39
H -5.94 -1.10 3.10
H 1.40 0.52 -2.15
H -5.39 -2.84 -2.68
H -0.69 -4.22 1.59
H -4.57 0.58 -3.93
H -3.94 3.58 1.78
H 2.43 -0.84 -2.63
H -5.43 -4.60 -2.83
H 6.13 1.54 0.13
H 1.21 4.73 -1.86
H -0.74 5.92 -1.15
H -5.23 1.76 2.62
H -6.51 -3.97 0.93
H -7.10 -1.70 -1.01
H 2.62 2.27 -4.48
H 7.20 2.56 -0.86
H -6.48 -2.26 1.35
H -4.95 3.08 -0.86
H -5.67 0.93 4.11
H -4.04 -1.41 -2.34
H -5.09 7.00 -0.62
H 1.81 -3.95 -0.79
H 4.35 3.87 -5.75
```

***

# 2
The following is a DFT calculation (ωB97M-V with the def2-TZVPD basis set) of a structure of composition C36H54F6FeN3O6S2.

## Properties
Expectation value of S² ... 8.788
HOMO level (alpha / beta) ... -7.15 / -7.22 eV
Multiplicity ... 6

```
108
C36H54F6FeN3O6S2 (ωB97M-V with the def2-TZVPD basis set)
Fe -0.07 0.06 -0.77
S -2.06 -1.06 -2.59
S -2.63 -2.25 -5.13
F -3.86 0.01 -1.09
F -4.35 0.29 -3.16
F -2.19 0.27 -5.69
F -4.62 -1.66 -2.22
F -0.51 -1.04 -6.12
F -2.24 -1.01 -7.43
O 1.25 -1.49 -0.65
O -1.73 -1.64 -1.30
O -2.24 -3.48 -5.73
O -1.43 1.39 0.09
O -1.31 0.17 -2.80
O -4.01 -1.88 -5.09
N 1.57 1.48 0.24
N -1.89 -2.10 -3.72
N -0.24 -0.63 1.54
C 1.00 -3.85 -1.27
C 0.15 -5.35 0.50
C 1.59 -3.83 -2.70
C -6.28 0.72 2.78
C -7.31 0.48 1.66
C 0.88 -2.74 -0.39
C -0.16 -6.78 0.93
C -2.51 1.30 0.73
C 1.24 2.90 0.22
C -6.30 -0.49 3.72
C -3.59 2.28 0.59
C -3.12 3.18 -1.75
C -1.32 -7.33 0.09
C -1.84 -0.93 -6.16
C -1.65 -0.90 1.81
C -4.75 4.34 -0.31
C 1.65 0.99 1.64
C 0.03 -4.26 1.34
C 0.40 -2.99 0.92
C 0.51 -1.85 1.88
C -3.86 -0.58 -2.31
C 0.69 -4.66 -3.64
C -2.35 4.41 0.32
C 2.99 -4.47 -2.64
C -6.67 1.96 3.59
C -4.74 2.03 1.27
C -3.86 0.05 2.32
C 2.84 1.25 -0.47
C 0.64 -5.10 -0.78
C -3.46 3.53 -0.29
C 1.74 -2.44 -3.33
C -4.92 0.93 2.13
C 1.08 -7.67 0.73
C 0.31 0.54 2.24
C -0.56 -6.87 2.41
C -2.67 0.20 1.66
H -2.24 5.33 -0.25
H -6.09 -1.42 3.19
H -7.64 1.80 4.06
H 0.45 0.33 3.31
H -2.95 4.10 -2.31
H 1.56 -1.59 1.93
H 0.89 -8.68 1.10
H -7.30 -0.58 4.16
H 3.42 -4.52 -3.65
H -0.34 -4.38 2.36
H -5.93 2.15 4.38
H 3.65 -3.87 -2.01
H -6.74 2.85 2.97
H -7.40 1.35 1.00
H -0.33 -4.30 -3.61
H -3.95 2.65 -2.22
H -1.77 -1.29 2.84
H 0.34 3.08 0.80
H -3.96 -0.80 2.99
H -2.23 2.57 -1.83
H 2.08 -2.55 -4.36
H 1.05 -4.57 -4.67
H 2.76 1.65 -1.48
H 2.35 0.16 1.65
H -4.60 5.22 -0.95
H -0.40 1.35 2.14
H -2.22 -6.73 0.24
H 3.04 0.19 -0.53
H 1.36 -7.74 -0.32
H 0.24 -6.50 3.06
H -5.03 4.69 0.68
H -1.08 -7.32 -0.97
H -5.57 2.71 1.14
H -2.58 4.66 1.36
H 2.47 -1.83 -2.79
H -5.58 3.76 -0.74
H 1.06 3.23 -0.81
H 0.21 -2.20 2.89
H 1.93 -7.26 1.29
H -5.59 -0.38 4.54
H -0.74 -7.91 2.67
H 2.05 3.51 0.64
H 2.07 1.78 2.29
H -1.47 -6.31 2.61
H 2.94 -5.48 -2.23
H -1.54 -8.36 0.38
H -8.29 0.29 2.10
H -1.95 -1.70 1.13
H 3.68 1.76 0.04
H -7.03 -0.38 1.05
H 0.76 -5.95 -1.44
H -1.40 3.88 0.29
H 0.79 -1.91 -3.35
H 0.69 -5.72 -3.38
```

***

# 3
The following is a DFT calculation (ωB97M-V with the def2-TZVPD basis set) of a structure of composition C36H54N5O6PS5Sr.

## Properties
HOMO level ... -8.55 eV

```
108
C36H54N5O6PS5Sr (ωB97M-V with the def2-TZVPD basis set)
Sr -0.60 -0.50 0.97
S -0.36 -2.89 8.54
S -2.13 0.88 -3.77
S -3.58 -1.92 0.84
S -2.20 -2.17 -2.33
S -3.71 1.10 -0.77
P 2.46 1.08 -1.16
O 0.26 1.28 2.05
O 0.80 2.69 3.69
O 0.32 5.19 4.23
O -1.08 6.74 3.49
O -0.69 -2.64 0.24
O -0.70 -4.74 0.97
N 0.05 -4.90 6.91
N 1.80 -1.58 1.36
N -0.79 -1.44 3.42
N -1.80 2.79 1.29
N -2.62 3.81 1.01
C -1.27 4.61 2.53
C -2.34 4.91 1.72
C 3.21 0.67 -3.92
C -1.15 -2.72 3.52
C -0.07 -1.51 5.70
C 2.09 -3.02 1.42
C 3.15 -0.04 -5.11
C 2.52 0.24 -2.79
C -5.11 -1.06 0.39
C -0.25 -0.85 4.49
C 1.28 3.41 -0.28
C -0.99 -3.46 4.68
C -0.13 -3.76 0.50
C 2.97 3.84 -2.07
C -4.53 0.59 -2.30
C 0.81 2.71 -2.61
C 4.58 -0.40 -0.23
C -3.88 1.24 -3.52
C 0.14 2.36 2.70
C -0.23 -3.60 7.07
C 4.25 1.07 -0.57
C -3.58 -3.39 -0.21
C -0.66 5.60 3.46
C -2.16 -0.69 -4.67
C -0.43 -2.85 5.80
C 1.92 2.84 -1.56
C -2.86 -1.85 -3.99
C 5.32 1.54 -1.56
C 1.70 -1.65 -4.08
C -0.96 3.26 2.21
C 1.76 -0.93 -2.90
C 4.33 1.90 0.71
C 1.39 -3.78 0.30
C -4.92 0.45 0.41
C 2.40 -1.20 -5.20
C -3.58 -3.18 -1.72
H -1.32 -4.49 4.68
H -2.69 -3.92 0.12
H -5.90 -1.33 1.10
H 5.67 -0.54 -0.21
H 1.73 -4.82 0.29
H 1.11 -2.55 -4.13
H 1.64 -3.32 -0.66
H -4.47 -0.49 -2.38
H -4.45 -4.00 0.06
H -5.89 0.93 0.24
H 2.46 4.78 -2.30
H -3.95 2.33 -3.44
H 2.27 -1.17 0.56
H -3.56 -4.16 -2.19
H 3.69 0.32 -5.98
H 2.19 -1.10 2.17
H 1.20 -1.28 -2.04
H -4.57 0.77 1.40
H 0.44 2.79 0.04
H 5.16 2.55 -1.92
H 1.98 3.48 0.55
H 0.36 -1.00 6.55
H 4.21 -0.67 0.76
H -5.58 0.88 -2.26
H 0.28 3.66 -2.69
H 0.20 -5.46 7.73
H 5.29 1.72 1.21
H -3.94 -1.66 -3.92
H 3.53 1.65 1.41
H 1.73 -3.39 2.39
H 3.80 1.58 -3.88
H 4.27 2.97 0.50
H 0.55 4.23 4.07
H -1.57 -3.18 2.63
H 0.25 -5.30 6.01
H 5.38 0.87 -2.42
H -4.51 -2.69 -2.03
H 0.09 1.95 -2.32
H -3.31 3.68 0.30
H 2.35 -1.75 -6.13
H -2.61 -0.52 -5.65
H -5.44 -1.39 -0.60
H -2.74 -2.74 -4.62
H 1.20 2.45 -3.59
H 3.16 -3.22 1.38
H 0.90 4.42 -0.48
H 3.46 3.50 -2.98
H 3.73 4.05 -1.32
H 0.05 0.18 4.38
H -2.89 5.84 1.62
H 6.29 1.51 -1.06
H -1.11 -0.92 -4.83
H 4.18 -1.10 -0.96
H -4.43 0.96 -4.43
```